{"formula": "C23H41GaN2OP3", "method": "wB97M-V/def2-TZVPD", "symbols": ["Ga", "P", "P", "P", "H", "C", "C", "H", "C", "C", "C", "C", "C", "C", "C", "C", "C", "H", "H", "H", "H", "H", "H", "H", "H", "H", "H", "H", "H", "H", "H", "H", "H", "H", "H", "H", "H", "H", "H", "H", "H", "H", "H", "H", "H", "H", "C", "C", "C", "C", "C", "C", "O", "H", "H", "H", "H", "H", "H", "N", "C", "C", "C", "C", "C", "N", "C", "H", "H", "H", "H"], "xyz": [[-0.42, 0.05, 0.20], [0.54, -0.53, 2.40], [-1.29, -2.03, -0.63], [-2.42, 1.28, 0.66], [0.79, 0.72, -1.96], [0.24, 1.46, -1.37], [1.01, 2.45, -0.76], [2.04, 2.55, -1.08], [2.16, -1.27, 2.85], [-0.68, -1.49, 3.37], [0.66, 1.05, 3.30], [-1.89, -2.00, -2.35], [-0.09, -3.40, -0.61], [-2.72, -2.64, 0.33], [-2.22, 3.08, 0.92], [-3.31, 0.72, 2.14], [-3.65, 1.15, -0.69], [-0.74, 1.74, -1.80], [0.59, 3.24, -0.13], [2.99, -0.57, 2.68], [2.34, -2.17, 2.25], [2.15, -1.55, 3.91], [-0.78, -2.51, 2.98], [-1.67, -1.00, 3.36], [-0.33, -1.54, 4.41], [1.37, 1.70, 2.80], [1.01, 0.83, 4.32], [-0.32, 1.54, 3.36], [-2.39, -2.95, -2.57], [-1.03, -1.89, -3.03], [-2.59, -1.17, -2.52], [-0.61, -4.33, -0.91], [0.33, -3.53, 0.39], [0.72, -3.19, -1.32], [-2.98, -3.64, -0.05], [-3.59, -1.97, 0.22], [-2.47, -2.72, 1.40], [-3.21, 3.53, 1.10], [-1.76, 3.55, 0.04], [-1.58, 3.26, 1.80], [-4.25, 1.29, 2.23], [-2.71, 0.90, 3.04], [-3.55, -0.35, 2.08], [-4.48, 1.84, -0.48], [-4.05, 0.13, -0.77], [-3.20, 1.43, -1.66], [-5.73, 0.24, -4.41], [-6.16, 0.21, -5.76], [-6.05, 1.38, -6.52], [-5.57, 2.56, -5.94], [-5.26, 2.60, -4.57], [-5.39, 1.45, -3.80], [-5.49, -0.89, -3.67], [-5.73, -1.68, -4.20], [-6.54, -0.71, -6.19], [-6.34, 1.37, -7.57], [-5.44, 3.45, -6.54], [-4.91, 3.52, -4.10], [-5.20, 1.45, -2.73], [6.07, 1.91, 2.65], [5.46, 1.26, 1.89], [4.76, 0.45, 0.91], [5.38, -0.64, 0.30], [4.70, -1.33, -0.70], [3.40, -0.90, -1.03], [2.81, 0.11, -0.42], [3.46, 0.81, 0.51], [6.39, -0.91, 0.60], [5.15, -2.16, -1.25], [2.83, -1.41, -1.80], [2.93, 1.66, 0.95]], "mulliken_charge": [0.344, 0.725, 0.693, 0.642, 0.440, -0.506, -0.738, 0.470, -1.115, -1.146, -1.206, -1.176, -1.143, -1.129, -1.305, -1.346, -1.512, 0.788, 0.185, 0.247, 0.351, 0.537, 0.394, 0.267, 0.549, 0.274, 0.511, 0.317, 0.473, 0.429, 0.292, 0.490, 0.363, 0.366, 0.568, 0.317, 0.235, 0.486, 0.374, 0.370, 0.565, 0.419, 0.307, 0.635, 0.596, 0.368, 0.580, -0.663, -0.460, -0.569, -0.317, -0.208, -0.465, 0.296, 0.335, 0.378, 0.377, 0.371, 0.356, -0.380, -0.181, 0.265, -0.325, -0.910, -0.356, 0.078, -0.380, 0.541, 0.480, 0.516, 0.579], "total_energy_ev": -109759.6422, "fmax_ev_per_a": 3.11, "gap_ha": 0.1154, "e_above_lowest_kcal_mol": 0.0, "charge": 3}